# 1
C5H9N2OS | wB97M-V/def2-TZVPD

Geometry as ORCA input:
```
! wB97M-V def2-TZVPD RIJCOSX def2/J DEFGRID3
* xyz 1 1
C 2.085 2.105 -0.400
C -2.286 2.027 -0.789
C 2.847 1.908 -1.405
C -1.822 -1.095 0.724
C -0.427 -0.501 0.297
N -1.102 1.675 -0.450
N -0.544 0.418 -0.762
O 1.304 2.013 0.472
S -3.665 2.518 -1.317
H 2.549 0.902 -1.831
H 3.653 2.490 -1.531
H -0.826 -0.019 -1.657
H -2.519 -0.343 0.434
H -1.976 -2.012 0.144
H -1.865 -1.187 1.801
H 0.321 -1.279 -0.026
H 0.079 0.089 1.062
H -0.350 2.084 0.195
*
```

## Properties
Kohn-Sham gap   7.42 eV
HOMO   -13.282 eV
Total energy   -21182.81530 eV
Lowest unoccupied orbital energy   -0.21527 Eh

# 2
C5H9N2P | wB97M-V/def2-TZVPD

Geometry as ORCA input:
```
! wB97M-V def2-TZVPD RIJCOSX def2/J DEFGRID3
* xyz 0 1
C -0.670 -0.716 0.832
C 0.210 0.020 0.064
C -2.627 -1.437 -0.252
C 2.587 0.468 -0.700
C 1.600 0.552 0.550
N -1.578 -1.636 0.410
N -3.146 -0.245 -0.378
P -3.067 1.319 -0.257
H -0.450 -0.928 1.894
H 0.146 0.093 -1.018
H -3.315 -2.362 -0.476
H 2.485 -0.319 -1.468
H 2.465 1.483 -1.210
H 3.561 0.514 -0.403
H 1.868 0.072 1.562
H 1.464 1.577 0.846
H -1.533 1.545 0.002
*
```

## Properties
Kohn-Sham gap   6.83 eV
Structure (SMILES)   [H]\P=N/C=N\C=C\CC
HOMO   -7.963 eV
Total energy   -17595.90276 eV
Lowest unoccupied orbital energy   -0.04180 Eh

# 3
C5H9N2S | wB97M-V/def2-TZVPD

Geometry as ORCA input:
```
! wB97M-V def2-TZVPD RIJCOSX def2/J DEFGRID3
* xyz 1 1
C -1.025 -1.723 -0.092
C -1.163 -0.358 -0.097
C 0.998 -0.757 0.084
C -2.509 0.321 0.005
C 2.553 1.363 -0.015
N 0.057 0.241 0.044
N 0.339 -1.936 0.035
S 2.758 -0.426 -0.030
H -1.826 -2.494 -0.225
H -2.588 0.967 0.995
H -2.784 1.174 -0.641
H -3.406 -0.298 -0.107
H 3.535 1.942 -0.131
H 2.262 1.787 0.871
H 1.963 1.805 -0.746
H 0.092 1.214 -0.136
H 0.746 -2.822 0.187
*
```

## Properties
Kohn-Sham gap   9.75 eV
HOMO   -12.949 eV
Total energy   -19139.36241 eV
Lowest unoccupied orbital energy   -0.11767 Eh

# 4
C5H9N2S3 | wB97M-V/def2-TZVPD

Geometry as ORCA input:
```
! wB97M-V def2-TZVPD RIJCOSX def2/J DEFGRID3
* xyz 1 1
C -0.186 -0.715 -0.069
C 2.210 0.097 0.079
C 0.394 1.632 0.811
C 0.638 1.159 -1.462
C -2.436 -1.942 0.786
N 0.317 -1.829 -0.326
N 0.851 0.531 -0.144
S 3.451 0.764 0.819
S 1.890 -2.189 -0.471
S -1.821 -0.317 0.254
H 1.063 2.457 0.511
H -0.574 1.867 0.543
H 0.376 1.289 1.898
H 0.730 0.375 -2.225
H -0.425 1.551 -1.497
H 1.283 1.937 -1.715
H -2.096 -2.529 -0.096
H -3.557 -1.882 0.505
H -2.108 -2.253 1.799
*
```

## Properties
Kohn-Sham gap   7.45 eV
HOMO   -12.561 eV
Total energy   -40806.00501 eV
Lowest unoccupied orbital energy   -0.18766 Eh

# 5
C5H9N3 | wB97M-V/def2-TZVPD

Geometry as ORCA input:
```
! wB97M-V def2-TZVPD RIJCOSX def2/J DEFGRID3
* xyz 0 1
C 0.685 -2.102 0.033
C 1.563 -1.601 -0.785
C -0.561 -1.285 -0.002
C -0.248 -0.209 -0.973
C -0.416 2.271 1.825
N 1.085 -0.520 -1.478
N -1.060 0.664 -1.426
N -1.623 2.101 1.686
H 0.982 -2.961 0.626
H 2.569 -1.834 -1.000
H 0.455 1.921 1.171
H -1.520 -1.794 -0.135
H -0.218 3.012 2.578
H 1.715 0.119 -2.052
H -0.755 1.408 -1.993
H -2.066 1.523 0.941
H -0.587 -0.715 0.984
*
```

## Properties
Kohn-Sham gap   8.99 eV
Structure (SMILES)   [H]/N=C1/CC=CN1.C=N
HOMO   -8.208 eV
Total energy   -9798.95425 eV
Lowest unoccupied orbital energy   0.02885 Eh

# 6
C5H9N3 | wB97M-V/def2-TZVPD

Geometry as ORCA input:
```
! wB97M-V def2-TZVPD RIJCOSX def2/J DEFGRID3
* xyz 0 1
C 1.461 -1.008 -0.423
C 0.106 -0.443 -0.089
C -0.926 -1.153 0.760
C -1.260 -0.770 -0.613
C -1.266 1.434 -0.334
H 2.020 -0.985 0.526
H 1.387 -2.022 -0.857
H 1.860 -0.373 -1.176
H -1.476 -0.514 1.474
H -0.828 -2.145 1.050
H -1.425 -1.522 -1.316
H -1.454 2.550 -0.335
H 1.715 1.850 -0.039
H 1.210 1.671 1.513
N -1.958 0.514 -0.894
N -0.049 0.981 0.191
N 0.885 1.934 0.561
*
```

## Properties
Kohn-Sham gap   9.06 eV
Structure (SMILES)   C[C@]12C[C@H]1N=CN2N
HOMO   -8.206 eV
Total energy   -9798.73191 eV
Lowest unoccupied orbital energy   0.03125 Eh

# 7
C5H9N3 | wB97M-V/def2-TZVPD

Geometry as ORCA input:
```
! wB97M-V def2-TZVPD RIJCOSX def2/J DEFGRID3
* xyz 0 1
C -0.042 0.299 -0.034
C -0.221 -0.799 -1.046
C -0.205 -0.126 1.420
C 1.233 1.120 -0.232
N -1.272 1.268 -0.513
N -2.424 0.960 -0.209
C 0.982 -1.856 -0.840
N 1.900 -2.439 -0.432
H -2.574 0.070 0.291
H -0.155 -0.440 -2.076
H -1.142 -1.369 -0.898
H -0.552 0.723 2.025
H -0.944 -0.922 1.540
H 0.736 -0.489 1.844
H 1.144 2.093 0.263
H 1.432 1.297 -1.293
H 2.104 0.609 0.191
*
```

## Properties
Kohn-Sham gap   9.81 eV
Structure (SMILES)   [H]/N=N\C(C)(C)CC#N
HOMO   -9.269 eV
Total energy   -9799.00657 eV
Lowest unoccupied orbital energy   0.01982 Eh

# 8
C5H9N3 | wB97M-V/def2-TZVPD

Geometry as ORCA input:
```
! wB97M-V def2-TZVPD RIJCOSX def2/J DEFGRID3
* xyz 0 1
C 1.160 1.520 0.187
C 0.168 0.543 0.010
C 1.798 -1.175 0.025
C -2.272 0.209 -0.451
C -3.013 -0.702 0.320
H 0.748 2.433 0.727
H 1.579 2.181 -0.729
H 2.073 1.252 0.826
H -0.105 -1.698 0.141
H 1.796 -2.141 0.018
H 3.626 -0.760 -0.383
H -2.810 0.493 -1.384
H -3.931 -0.943 -0.548
H -2.985 -0.959 1.592
N 0.467 -0.829 -0.142
N 2.780 -0.290 -0.153
N -1.078 0.868 -0.055
*
```

## Properties
Kohn-Sham gap   8.89 eV
Structure (SMILES)   [H]/N=C/N/C(C)=N\C=C
HOMO   -8.307 eV
Total energy   -9796.02107 eV
Lowest unoccupied orbital energy   0.02126 Eh